(1)
The following is a DFT calculation (wB97M-V/def2-TZVPD) of C4H7NO2 in the gas phase.

Geometry as XYZ:
```
14
Properties=species:S:1:pos:R:3:mulliken_charge:R:1
O 0.544 -2.228 -0.058 -0.598
C 0.073 -1.123 0.081 0.394
C -1.305 -0.643 -0.319 -0.404
N -1.244 0.807 -0.150 -0.388
C 0.155 1.249 -0.028 -0.671
C 0.867 0.061 0.613 0.263
O 2.220 -0.042 0.271 -0.534
H -1.504 -0.986 -1.345 0.252
H -2.069 -1.093 0.329 0.276
H -1.715 1.293 -0.903 0.258
H 0.202 2.149 0.593 0.301
H 0.649 1.463 -0.987 0.306
H 0.728 0.086 1.708 0.207
H 2.400 -0.993 0.195 0.339
```

The energy above the lowest of the compared OMol25 structures with the same formula, charge and spin is 124.9 kJ/mol. For the total energy, the calculation gives -9845.9857 eV. As for the SMILES: O=C1CNC[C@@H]1O. For the HOMO energy, the calculation gives -9.3 eV. As for the multiplicity: 1.

(2)
The following is a DFT calculation (wB97M-V/def2-TZVPD) of a 2-piece molecular cluster, C4H7NO2 overall.

Geometry as XYZ:
```
14
Properties=species:S:1:pos:R:3:mulliken_charge:R:1
C -2.196 0.788 -0.187 -0.914
C 0.059 -0.447 1.611 -0.208
O -0.004 -1.424 0.724 -0.141
C 0.926 -1.255 -0.359 -0.241
C 1.622 0.013 0.020 0.542
N 2.571 0.599 -0.548 -0.648
O 0.999 0.428 1.197 -0.179
H -2.800 1.695 -0.238 0.325
H -2.786 -0.074 -0.504 0.256
H -1.329 0.899 -0.848 0.139
H -1.876 0.635 0.848 0.262
H 0.383 -1.179 -1.304 0.243
H 1.596 -2.118 -0.380 0.278
H 2.834 1.441 -0.032 0.287
```

The energy above the lowest of the compared OMol25 structures with the same formula, charge and spin is 290.5 kJ/mol. For the total energy, the calculation gives -9844.2693 eV. For the HOMO energy, the calculation gives -9.9 eV. As for the multiplicity: 1.

(3)
The following is a DFT calculation (wB97M-V/def2-TZVPD) of a 2-piece molecular cluster, C4H7NO2 overall in a non-equilibrium geometry.

Geometry as XYZ:
```
14
Properties=species:S:1:pos:R:3:mulliken_charge:R:1
C -0.602 0.325 0.953 -0.016
C -1.671 1.030 0.596 -0.472
C -0.498 -0.720 -0.010 0.388
C 2.029 0.320 -0.197 -1.320
N -1.620 -0.612 -0.833 -0.096
O -2.284 0.534 -0.530 -0.266
O 0.229 -1.845 -0.087 -0.541
H 0.056 0.499 1.819 0.397
H -2.050 2.115 0.765 0.312
H 1.998 1.053 -0.935 0.290
H 2.247 -0.653 -0.677 0.379
H 2.621 0.636 0.608 0.292
H -1.553 -0.977 -1.761 0.277
H 1.099 -1.705 0.287 0.376
```

The energy above the lowest of the compared OMol25 structures with the same formula, charge and spin is 687.1 kJ/mol. For the total energy, the calculation gives -9840.1583 eV. For the HOMO energy (alpha / beta), the calculation gives -5.6 / -7.4 eV. As for the multiplicity: 1.

(4)
The following is a DFT calculation (wB97M-V/def2-TZVPD) of an isolated ion of composition C4H7NO2 and charge +1 in a non-equilibrium geometry.

Geometry as XYZ:
```
14
Properties=species:S:1:pos:R:3:mulliken_charge:R:1
C -1.327 1.097 0.654 0.068
N -0.051 0.710 0.247 0.204
C 0.944 1.743 0.088 -0.925
C -0.005 -0.371 -0.715 -0.426
C 1.151 -1.336 -0.254 0.044
O 1.254 -2.395 -0.744 -0.232
O -2.203 0.279 0.775 -0.363
H -1.530 2.145 0.921 0.413
H 1.138 2.243 1.036 0.392
H 1.920 1.343 -0.177 0.355
H 0.703 2.500 -0.684 0.370
H 0.119 -0.136 -1.779 0.357
H -0.930 -0.935 -0.607 0.375
H 1.914 -0.916 0.427 0.369
```

The energy above the lowest of the compared OMol25 structures with the same formula, charge and spin is 76.5 kJ/mol. For the total energy, the calculation gives -9836.1132 eV. For the HOMO energy (alpha / beta), the calculation gives -16.0 / -15.2 eV. Its expectation value of S² is 0.76. The charge is +1. As for the multiplicity: 2.

(5)
The following is a DFT calculation (wB97M-V/def2-TZVPD) of C4H7NO2S in the gas phase in a non-equilibrium geometry.

Geometry as XYZ:
```
15
Properties=species:S:1:pos:R:3:mulliken_charge:R:1
N 2.040 -1.216 -0.236 -0.654
C 1.131 -0.169 -0.552 -0.233
C 0.464 0.577 0.527 0.124
O 0.511 0.241 1.924 -0.560
C -0.412 -0.292 -0.335 -0.380
O -1.110 0.365 -1.374 -0.259
C -2.344 0.620 -0.962 -0.028
S -3.002 -0.126 0.488 -0.273
H 2.987 -0.738 -0.094 0.305
H 1.856 -1.618 0.717 0.315
H 1.439 0.519 -1.392 0.266
H 0.431 1.715 0.304 0.233
H -0.389 0.021 2.332 0.348
H -0.610 -1.287 0.123 0.467
H -2.992 1.387 -1.471 0.331
```

The energy above the lowest of the compared OMol25 structures with the same formula, charge and spin is 412.0 kJ/mol. For the total energy, the calculation gives -20678.4661 eV. As for the SMILES: N[C@@H]1[C@H](O)[C@H]1OC=S. For the HOMO energy, the calculation gives -8.8 eV. As for the multiplicity: 1.

(6)
The following is a DFT calculation (wB97M-V/def2-TZVPD) of C4H7NO2S in the gas phase in a non-equilibrium geometry.

Geometry as XYZ:
```
15
Properties=species:S:1:pos:R:3:mulliken_charge:R:1
O 0.857 1.687 -0.645 -0.558
C 0.975 0.700 -0.031 0.347
N 2.298 0.200 -0.061 -0.162
O 2.262 -1.176 0.223 -0.431
C -0.268 0.099 0.670 0.044
C -1.539 0.862 0.784 -0.723
C -2.398 0.296 -0.333 -0.650
S -1.159 -1.275 -0.352 -0.146
H 2.825 0.505 -0.908 0.279
H 3.153 -1.074 0.925 0.387
H -0.014 -0.038 1.706 0.368
H -1.452 1.972 0.714 0.297
H -2.102 0.662 1.707 0.289
H -3.461 0.204 -0.186 0.366
H -2.067 0.938 -1.064 0.295
```

The energy above the lowest of the compared OMol25 structures with the same formula, charge and spin is 481.5 kJ/mol. For the total energy, the calculation gives -20677.7460 eV. As for the SMILES: O=C(NO)[C@H]1CCS1. For the HOMO energy, the calculation gives -8.9 eV. As for the multiplicity: 1.

(7)
The following is a DFT calculation (wB97M-V/def2-TZVPD) of C4H7NO3 in the gas phase in a non-equilibrium geometry.

Geometry as XYZ:
```
15
Properties=species:S:1:pos:R:3:mulliken_charge:R:1
C -0.791 -0.066 -1.053 -0.063
C 1.531 0.112 -0.547 0.081
C 2.579 -0.147 0.458 -0.993
C -2.141 0.273 -0.147 0.590
N -1.956 0.018 1.230 -0.484
O -1.794 -0.990 -0.972 -0.481
O 0.375 -0.423 -0.392 -0.199
O -2.913 1.120 -0.577 -0.634
H -0.614 0.464 -1.990 0.448
H 1.671 0.804 -1.375 0.367
H -2.731 0.397 1.756 0.261
H -1.785 -0.955 1.442 0.231
H 3.538 -0.352 -0.026 0.315
H 2.729 0.732 1.100 0.281
H 2.302 -0.988 1.092 0.282
```

The energy above the lowest of the compared OMol25 structures with the same formula, charge and spin is 516.6 kJ/mol. For the total energy, the calculation gives -11889.9236 eV. For the HOMO energy (alpha / beta), the calculation gives -8.3 / -7.4 eV. As for the multiplicity: 1.

(8)
The following is a DFT calculation (wB97M-V/def2-TZVPD) of C4H7NO3 in the gas phase in a non-equilibrium geometry.

Geometry as XYZ:
```
15
Properties=species:S:1:pos:R:3:mulliken_charge:R:1
C -1.262 2.315 -0.367 -0.353
N -1.176 1.055 -0.093 -0.449
O -0.579 0.447 -1.174 -0.164
C -0.260 -0.905 -0.911 -0.285
C 1.091 -0.946 -0.147 -0.530
C 1.055 -1.062 1.366 0.566
O 1.900 -1.746 1.905 -0.551
O 0.036 -0.514 2.060 -0.485
H -0.863 2.662 -1.316 0.301
H -1.648 3.010 0.313 0.320
H -1.092 -1.369 -0.381 0.317
H -0.221 -1.428 -1.836 0.327
H 1.647 -0.055 -0.455 0.296
H 1.611 -1.809 -0.605 0.288
H -0.239 0.344 1.641 0.400
```

The energy above the lowest of the compared OMol25 structures with the same formula, charge and spin is 325.4 kJ/mol. For the total energy, the calculation gives -11891.9045 eV. As for the SMILES: C=NOCCC(=O)O. For the HOMO energy, the calculation gives -9.9 eV. As for the multiplicity: 1.

(9)
The following is a DFT calculation (wB97M-V/def2-TZVPD) of C4H7NO3 in the gas phase in a non-equilibrium geometry.

Geometry as XYZ:
```
15
Properties=species:S:1:pos:R:3:mulliken_charge:R:1
C 1.244 1.237 0.753 -0.740
C 0.467 0.773 -0.314 0.680
O 0.250 1.398 -1.376 -0.638
C -0.108 -0.510 -0.121 0.518
C -1.582 -0.809 -0.039 -0.572
O -2.680 0.220 -0.132 -0.516
N 0.788 -1.476 -0.293 -0.588
O 1.912 -0.972 -0.627 -0.271
H 0.245 1.878 1.286 0.249
H 1.893 2.189 0.452 0.311
H 1.606 0.266 1.370 0.281
H -2.059 -1.735 -0.671 0.307
H -1.772 -1.250 1.117 0.213
H -2.646 0.464 -1.238 0.354
H 2.445 -1.674 -0.166 0.412
```

The energy above the lowest of the compared OMol25 structures with the same formula, charge and spin is 708.4 kJ/mol. For the total energy, the calculation gives -11887.9358 eV. As for the SMILES: CC(=O)/C(CO)=N\O. For the HOMO energy, the calculation gives -9.4 eV. As for the multiplicity: 1.

(10)
The following is a DFT calculation (wB97M-V/def2-TZVPD) of C4H7NO3 in the gas phase in a non-equilibrium geometry.

Geometry as XYZ:
```
15
Properties=species:S:1:pos:R:3:mulliken_charge:R:1
O 1.022 0.225 2.354 -0.481
C 0.398 -0.791 2.205 0.111
C -0.230 -1.270 0.928 -0.661
C 0.209 -0.593 -0.348 -0.517
N 0.051 0.842 -0.318 -0.046
C -0.162 1.649 -1.386 0.538
O 0.117 2.825 -1.417 -0.607
O -0.617 0.979 -2.477 -0.484
H 0.194 -1.478 3.055 0.314
H -1.316 -1.117 1.029 0.283
H -0.187 -2.358 0.913 0.405
H -0.392 -0.960 -1.176 0.355
H 1.193 -0.901 -0.712 0.277
H 0.185 1.332 0.551 0.174
H -0.465 1.616 -3.203 0.338
```

The energy above the lowest of the compared OMol25 structures with the same formula, charge and spin is 91.0 kJ/mol. For the total energy, the calculation gives -11894.3346 eV. As for the SMILES: O=CCCNC(=O)O. For the HOMO energy, the calculation gives -9.7 eV. As for the multiplicity: 1.

(11)
The following is a DFT calculation (wB97M-V/def2-TZVPD) of a 2-piece molecular cluster, C4H7NO3 overall in a non-equilibrium geometry.

Geometry as XYZ:
```
15
Properties=species:S:1:pos:R:3:mulliken_charge:R:1
C 0.141 2.847 0.141 -0.626
C 0.194 1.571 -0.124 -0.111
N 1.563 0.980 -0.339 0.937
O 1.594 -0.161 -0.002 -0.593
O 2.507 1.736 -0.500 -0.559
H 0.936 3.487 0.072 0.359
H -0.819 3.238 0.622 0.206
H -0.546 0.900 0.141 0.342
C -0.940 -2.175 -0.898 -0.588
C -1.133 -2.151 0.406 -0.092
O -0.160 -2.065 1.404 -0.493
H 0.006 -2.205 -1.416 0.252
H -1.687 -2.460 -1.626 0.266
H -2.124 -2.219 0.821 0.331
H 0.468 -1.324 1.297 0.369
```

The energy above the lowest of the compared OMol25 structures with the same formula, charge and spin is 622.1 kJ/mol. For the total energy, the calculation gives -11888.8296 eV. As for the SMILES: C=C[N+](=O)[O-].C=CO. For the HOMO energy, the calculation gives -9.5 eV. As for the multiplicity: 1.

(12)
The following is a DFT calculation (wB97M-V/def2-TZVPD) of C4H7NO3 as an isolated structure in a non-equilibrium geometry.

Geometry as XYZ:
```
15
Properties=species:S:1:pos:R:3:mulliken_charge:R:1
O 0.774 1.440 3.002 -0.521
C -0.321 -0.066 -1.614 -0.932
N -0.266 -2.379 -0.543 -0.434
C -0.525 -1.213 -0.982 0.621
C -0.774 1.500 1.001 -0.406
O -1.384 1.896 -0.148 -0.413
C 0.905 -2.421 -1.375 0.097
O 1.980 -1.946 -1.164 -0.404
H 0.481 0.004 -2.347 0.322
H -0.915 0.840 -1.206 0.555
H 0.739 -3.091 -2.275 0.335
H -1.293 0.591 1.356 0.307
H 0.283 1.147 0.713 0.316
H -0.813 2.338 1.679 0.294
H 1.129 1.360 3.904 0.264
```

The energy above the lowest of the compared OMol25 structures with the same formula, charge and spin is 1317.0 kJ/mol. For the total energy, the calculation gives -11881.6277 eV. For the HOMO energy, the calculation gives -9.1 eV. As for the multiplicity: 1.